1.
Here is a structure of composition C10H13N4O8V from the Open Molecules 2025 dataset. Energies are from ωB97M-V with the def2-TZVPD basis set.

The geometry in XYZ format:
```
36
Properties=species:S:1:pos:R:3
V 0.0027 -0.0859 0.2900
N 0.0025 -0.4878 2.4575
C -1.2128 -0.0820 3.1989
C -2.4644 -0.7691 2.6728
C -2.9618 -0.2710 1.3235
N -2.0808 -0.6958 0.2175
H 0.1608 -1.4874 2.5644
H 0.8081 -0.0253 2.8685
H -1.3032 0.9997 3.0903
H -1.0922 -0.3081 4.2611
H -3.2605 -0.6059 3.4015
H -2.3103 -1.8543 2.6400
H -2.9811 0.8202 1.3183
H -3.9816 -0.6246 1.1537
H -2.4330 -0.3362 -0.6660
H -2.0852 -1.7098 0.1275
O -0.7457 3.7653 -0.1777
C -0.5789 2.5825 -0.2843
O -0.3965 1.7433 0.7351
C -0.5487 1.8348 -1.6549
O -0.8405 2.3658 -2.6911
O -0.1721 0.5785 -1.5049
O 4.9794 -3.1024 -0.4062
C 5.2350 -1.8048 -0.3701
O 6.3458 -1.3597 -0.4981
C 4.0859 -0.8783 -0.1382
C 4.2486 0.4914 -0.0374
N 3.0391 1.0255 0.1897
N 2.0957 0.0848 0.2467
C 2.7034 -1.0751 0.0441
C 1.8128 -2.2876 0.0174
O 2.3075 -3.4048 -0.0005
O 0.5534 -2.0131 0.0483
H 4.0151 -3.3061 -0.2629
H 5.1411 1.0876 -0.1176
H 2.7788 1.9936 0.2936
```

Results
- LUMO (spin up / spin down): -0.0242 / -0.0097 hartree
- E_tot: -2154.03703 hartree
- 2S+1: 3
- Relative energy (zero: lowest compared OMol25 entry of this formula, charge and spin): 0.00 kJ/mol
- Charge: 0
- Frontier orbital gap (spin up / spin down): 8.819 / 9.260 eV
- E_HOMO (spin up / spin down): -9.48 / -9.52 eV
- <S²>: 2.010

2.
Here is a cluster of 13 separate species, C10H39BrO15S in total from the Open Molecules 2025 dataset. Energies are from ωB97M-V with the def2-TZVPD basis set.

The geometry in XYZ format:
```
66
Properties=species:S:1:pos:R:3
C -2.3728 0.8953 0.9872
C -2.1555 0.8950 -0.1957
C -1.9785 0.7893 -1.6402
C -0.5675 0.3370 -2.0978
O -0.8094 -0.1423 -3.4405
S 0.4360 -0.2768 -4.4657
O 1.5520 0.4770 -3.9161
O 0.7808 -1.8514 -4.2476
C 0.3707 -2.4481 -2.9996
C 0.9833 -1.7376 -1.7981
C 0.1236 -0.6538 -1.1320
C 1.0237 0.1859 -0.1991
C 1.9895 -0.6177 0.6940
C 3.4251 -0.6350 0.1905
Br 4.3419 1.0500 0.6463
H -2.7063 1.0994 1.9799
H -2.7321 0.1295 -2.0706
H -2.1540 1.7827 -2.0621
H 0.0455 1.2356 -2.1437
H -0.7143 -2.5357 -2.9470
H 0.7605 -3.4641 -3.0340
H 1.2088 -2.5122 -1.0660
H 1.9492 -1.3500 -2.1226
H -0.6162 -1.1642 -0.5107
H 0.3958 0.7815 0.4632
H 1.6117 0.8832 -0.8023
H 1.6586 -1.6394 0.8846
H 2.0003 -0.1309 1.6689
H 3.4973 -0.6780 -0.8919
H 4.0198 -1.4260 0.6349
O 1.6840 1.1533 3.8447
H 1.7134 1.7815 4.5740
H 2.4863 1.3342 3.3433
O -4.6089 3.4226 -1.3964
H -4.3988 4.1677 -0.8210
H -4.4621 2.6729 -0.8104
O 4.0285 -1.3107 -3.9653
H 3.3702 -0.6690 -4.2643
H 4.7821 -0.7789 -3.6925
O -3.2639 4.0662 1.1317
H -3.2897 3.1534 1.4361
H -2.3735 4.3743 1.3545
O -1.2311 5.0054 3.0087
H -1.1167 5.8238 3.4995
H -1.2125 4.3162 3.6834
O 7.2947 -0.3582 1.8807
H 6.7226 0.3085 1.4796
H 8.0995 0.1126 2.1155
O -2.8045 -2.1465 1.2672
H -2.4989 -2.5447 2.0885
H -2.4135 -1.2532 1.2567
O -4.8439 1.3212 2.3294
H -5.1120 0.4117 2.1152
H -5.4256 1.6377 3.0251
O -5.4141 -1.2811 1.3635
H -5.9268 -1.9695 1.7953
H -4.5311 -1.6628 1.2162
O 3.0696 -4.1238 -0.5232
H 3.1962 -4.7962 0.1534
H 3.3906 -4.5295 -1.3350
O 0.3853 3.6391 5.5640
H 0.4452 4.4594 6.0645
H 0.2750 2.9579 6.2362
O -0.6082 -5.6091 -4.2331
H 0.3169 -5.3886 -4.3787
H -1.0920 -4.9763 -4.7733
```

Results
- LUMO: -0.0004 hartree
- E_tot: -4505.14897 hartree
- 2S+1: 1
- Charge: 0
- Frontier orbital gap: 10.175 eV
- E_HOMO: -10.18 eV

3.
Here is a structure of composition C37H65AsFeIO10P2Si2 from the Open Molecules 2025 dataset. Energies are from ωB97M-V with the def2-TZVPD basis set.

The geometry in XYZ format:
```
119
Properties=species:S:1:pos:R:3
Fe 0.2919 0.8867 0.3120
C -3.8902 -2.8247 -3.1350
C -4.4143 -2.7761 -1.7074
C -4.6311 -4.1576 -1.1078
O -3.5806 -1.9396 -0.8886
P -2.1867 -2.1431 -0.1780
O -1.6898 -0.8359 0.2573
C -1.1409 -3.1272 -1.2678
P 0.4813 -3.3905 -0.5019
O 0.9266 -2.2065 0.2243
O 1.4083 -3.9138 -1.6713
C 1.9640 -2.9728 -2.6525
C 3.4537 -3.2019 -2.7039
C 1.2901 -3.2081 -3.9917
O 0.3524 -4.6454 0.4386
C 0.0505 -6.0462 0.2580
C 0.2984 -6.5758 -1.1455
C -1.3809 -6.2775 0.7024
O -2.4366 -3.2024 0.9938
C -2.6803 -2.6719 2.3485
C -3.6896 -3.5852 3.0080
C -1.3638 -2.5825 3.0947
H -4.6858 -3.1511 -3.8085
H -3.0541 -3.5222 -3.2307
H -3.5570 -1.8270 -3.4338
H -5.3632 -2.2472 -1.7161
H -3.6957 -4.7255 -1.0821
H -5.3557 -4.7063 -1.7135
H -5.0027 -4.0822 -0.0836
H -0.9964 -2.5065 -2.1595
H -1.6022 -4.0779 -1.5349
H 1.7922 -1.9532 -2.3069
H 3.6704 -4.2385 -2.9915
H 3.8846 -2.9905 -1.7255
H 3.9104 -2.5165 -3.4220
H 1.4814 -4.2291 -4.3385
H 1.6821 -2.5003 -4.7264
H 0.2068 -3.0668 -3.9258
H 0.7241 -6.5495 0.9454
H -0.3671 -6.0881 -1.8670
H 0.1019 -7.6499 -1.1571
H 1.3247 -6.3931 -1.4595
H -2.0774 -5.7945 0.0077
H -1.5462 -5.8414 1.6903
H -1.5959 -7.3481 0.7369
H -3.1028 -1.6722 2.2634
H -3.2821 -4.5970 3.1107
H -4.6067 -3.6351 2.4141
H -3.9396 -3.1986 3.9992
H -0.8908 -3.5687 3.1512
H -1.5341 -2.1996 4.1057
H -0.6862 -1.8998 2.5764
C 0.6749 1.2947 2.3923
H 1.2204 0.6105 3.0363
H -0.3067 1.4487 2.8518
C -6.1345 5.9520 0.7781
C -5.1901 4.8568 0.3459
C -5.6172 3.5418 0.2194
C -4.7606 2.5354 -0.2195
C -5.2859 1.1301 -0.3482
C -3.4362 2.8463 -0.5419
C -2.9742 4.1621 -0.3767
C -1.5408 4.5366 -0.6884
C -3.8607 5.1429 0.0583
C -2.5173 1.8211 -1.1947
O -2.9255 1.2849 -2.2383
O -1.3885 1.6822 -0.6391
H -7.1732 5.6171 0.7341
H -6.0306 6.8298 0.1366
H -5.9278 6.2720 1.8041
H -6.6501 3.2953 0.4518
H -6.3069 1.0599 0.0339
H -4.6509 0.4318 0.1942
H -5.2616 0.8167 -1.3948
H -1.3201 4.3652 -1.7481
H -0.8405 3.9133 -0.1380
H -1.3498 5.5853 -0.4583
H -3.5042 6.1659 0.1686
C 5.2709 1.4879 -2.5836
Si 4.1883 2.1686 -1.1760
C 5.4300 2.9623 -0.0020
C 3.2730 3.5955 -1.9933
As 2.7533 0.4878 -0.5172
Si 4.1209 -0.5019 1.0306
C 4.5847 0.5043 2.5595
C 3.4554 -2.1218 1.7413
C 5.8324 -1.0149 0.3792
H 5.9354 2.2583 -3.0050
H 4.6157 1.1126 -3.3823
H 5.8887 0.6419 -2.2461
H 5.9648 3.7721 -0.5131
H 6.1673 2.2330 0.3607
H 4.9164 3.3886 0.8718
H 3.8541 4.0301 -2.8147
H 3.0555 4.3807 -1.2611
H 2.3079 3.2487 -2.3871
H 3.6864 0.9294 3.0313
H 5.2308 1.3471 2.2841
H 5.1152 -0.1096 3.2984
H 2.4986 -1.9443 2.2556
H 4.1658 -2.5552 2.4558
H 3.2601 -2.8546 0.9485
H 6.3359 -0.1602 -0.0981
H 5.7773 -1.8193 -0.3663
H 6.4661 -1.3555 1.2103
I 2.8452 9.5265 2.9325
C 2.8866 7.3209 2.2400
C 2.1883 7.0190 1.0456
C 1.7048 5.7451 0.8185
C 1.8262 4.7306 1.7907
C 2.4400 5.0648 3.0110
C 2.9213 6.3351 3.2481
C 1.3214 3.3909 1.5148
O 1.3749 2.5708 2.5406
O 0.8720 3.0321 0.4336
H 2.0807 7.7817 0.2801
H 1.2186 5.4925 -0.1196
H 2.5629 4.2894 3.7613
H 3.3958 6.5649 4.1980
```

Results
- LUMO (spin up / spin down): 0.1151 / 0.1151 hartree
- E_tot: -7260.45294 hartree
- 2S+1: 6
- Relative energy (zero: lowest compared OMol25 entry of this formula, charge and spin): 205.91 kJ/mol
- Charge: -2
- Frontier orbital gap (spin up / spin down): 2.682 / 5.072 eV
- E_HOMO (spin up / spin down): 0.45 / -1.94 eV
- <S²>: 8.769

4.
Here is a structure of composition C6H18FeO10P from the Open Molecules 2025 dataset. Energies are from ωB97M-V with the def2-TZVPD basis set.

The geometry in XYZ format:
```
36
Properties=species:S:1:pos:R:3
Fe -17.8506 16.4178 -10.5940
P -17.1175 14.5189 -12.1989
O -18.6098 15.0433 -11.8353
O -17.1371 13.0095 -12.2311
O -16.2992 15.2125 -10.9991
O -16.8261 15.1884 -13.5497
C -19.0409 17.8166 -14.0463
C -17.8218 18.4395 -13.3617
O -17.2720 17.5124 -12.4240
O -18.6871 16.7311 -14.9143
H -19.4992 18.5716 -14.6935
H -19.7325 17.3699 -13.3224
H -18.0879 19.3426 -12.8058
H -17.0390 18.6433 -14.0943
H -16.7080 16.8432 -12.9045
H -18.0291 16.1624 -14.4298
C -15.2162 17.9922 -9.3499
C -14.6859 19.0167 -10.3393
O -14.6911 18.4248 -11.6391
O -16.6464 17.8661 -9.4204
H -14.9496 18.2262 -8.3093
H -14.7737 17.0028 -9.4487
H -13.7077 19.4696 -10.1777
H -15.3335 19.9095 -10.3586
H -15.6227 18.3954 -11.9136
H -16.9377 18.7858 -9.4763
C -20.0738 15.5630 -9.0442
C -20.4494 16.9885 -9.4131
O -19.6488 17.5967 -10.4641
O -18.6597 15.4763 -8.8123
H -20.1791 14.9315 -9.9379
H -20.6819 15.2377 -8.2001
H -20.3584 17.6082 -8.5078
H -21.5097 17.0908 -9.6589
H -20.0260 18.4840 -10.4643
H -18.3400 14.5918 -8.6071
```

Results
- LUMO (spin up / spin down): 0.0676 / 0.0674 hartree
- E_tot: -2597.00478 hartree
- 2S+1: 5
- Relative energy (zero: lowest compared OMol25 entry of this formula, charge and spin): 0.00 kJ/mol
- Charge: -1
- Frontier orbital gap (spin up / spin down): 5.111 / 5.237 eV
- E_HOMO (spin up / spin down): -3.27 / -3.40 eV
- <S²>: 6.009

5.
Here is a cluster of 6 separate species, C9H15Br6Cl9 in total from the Open Molecules 2025 dataset. Energies are from ωB97M-V with the def2-TZVPD basis set.

The geometry in XYZ format:
```
39
Properties=species:S:1:pos:R:3
Cl -24.8664 -7.5753 -1.5751
C -25.9257 -7.4067 -0.1517
Cl -25.0664 -7.8053 1.4608
Cl -27.4804 -8.3908 -0.4212
H -26.2100 -6.3677 0.0151
Cl -20.6306 -5.6158 5.3770
C -21.0116 -4.4942 4.0005
Cl -19.8180 -4.5323 2.6851
Cl -21.1143 -2.8633 4.6384
H -21.9850 -4.7834 3.6043
Cl -30.0931 -0.9598 -2.4956
C -28.7266 -1.9590 -2.0866
Cl -28.2293 -2.7390 -3.6544
Cl -29.3266 -3.1980 -0.8802
H -27.9363 -1.3087 -1.7115
Br -23.2261 -2.2569 -0.8022
C -21.9054 -0.9060 -1.4890
C -22.6167 0.1953 -2.3212
Br -21.3423 1.5773 -2.7837
H -21.1512 -1.4958 -2.0101
H -21.5383 -0.4687 -0.5605
H -23.3466 0.7088 -1.6954
H -23.1279 -0.0956 -3.2389
Br -18.6755 -6.0467 -3.3351
C -19.4191 -7.3994 -2.0997
C -18.3561 -8.3140 -1.3664
Br -19.3683 -9.8560 -0.5241
H -19.9333 -8.1052 -2.7520
H -20.1047 -7.0151 -1.3444
H -17.8678 -7.7028 -0.6074
H -17.5303 -8.6476 -1.9949
Br -34.5991 -10.1524 2.0577
C -33.3892 -10.7869 0.5596
C -34.1814 -10.8232 -0.7830
Br -32.9843 -11.4319 -2.2920
H -33.1028 -11.7939 0.8631
H -32.5210 -10.1300 0.5075
H -34.4775 -9.7924 -0.9776
H -35.0372 -11.4860 -0.6547
```

Results
- LUMO: 0.0004 hartree
- E_tot: -19937.67729 hartree
- 2S+1: 1
- Relative energy (zero: lowest compared OMol25 entry of this formula, charge and spin): 170.55 kJ/mol
- Charge: 0
- Frontier orbital gap: 10.511 eV
- E_HOMO: -10.50 eV
- SMILES: ClC(Cl)Cl.ClC(Cl)Cl.ClC(Cl)Cl.BrCCBr.BrCCBr.BrCCBr

6.
Here is a structure of composition BrCu from the Open Molecules 2025 dataset. Energies are from ωB97M-V with the def2-TZVPD basis set.

The geometry in XYZ format:
```
2
Properties=species:S:1:pos:R:3
Cu 1.0263 -0.4969 -0.8066
Br -1.0263 0.4969 0.8066
```

Results
- LUMO: -0.0807 hartree
- E_tot: -4214.45450 hartree
- 2S+1: 1
- Relative energy (zero: lowest compared OMol25 entry of this formula, charge and spin): 40.86 kJ/mol
- Charge: 0
- Frontier orbital gap: 6.817 eV
- E_HOMO: -9.01 eV